Density functional theory data (the ωB97M-V functional and the def2-TZVPD basis) for the molecule C22H21N5O2 in a non-equilibrium geometry.

Results
HOMO-LUMO gap: 7.6 eV
SMILES: CCOc1ccc(CC(=O)Nc2ccc(-c3ccc4nnc(C)n4n3)cc2)cc1
relative energy (zero: lowest compared OMol25 entry of this formula, charge and spin): 17.859 eV
E_HOMO: -7.91 eV
2S+1: 1
LUMO: -0.350 eV

Last column: Löwdin charge in e.
Geometry (Å):
1 C 8.64138 1.66022 -0.72701  -0.0636
2 C 7.72184 2.38038 0.05227  -0.3750
3 O 7.09557 1.62771 0.96122  -0.0616
4 C 6.00783 0.65831 0.55018  -0.0848
5 C 5.47026 -0.33564 1.40938  -0.0543
6 C 4.37725 -1.13375 1.32138  -0.1151
7 C 3.81473 -1.25159 0.15368  -0.1838
8 C 2.67337 -1.97273 -0.43148  -0.1475
9 C 1.48889 -1.21129 -0.45684  -0.3717
10 O 1.39083 -0.23738 -1.16025  0.1266
11 N 0.31956 -2.00986 0.13446  0.1265
12 C -0.91964 -1.77265 0.05363  -0.2308
13 C -1.91981 -2.58208 0.57667  -0.0805
14 C -3.12470 -2.12653 0.44366  -0.1478
15 C -3.71754 -0.95943 0.14883  -0.1785
16 C -5.11350 -0.49014 -0.20935  -0.2849
17 C -6.09488 -1.62603 -0.03968  0.0111
18 C -7.47284 -1.34265 -0.19042  0.0828
19 C -7.73961 0.16292 -0.02001  -0.4994
20 N -8.83854 0.69493 0.13225  0.0154
21 N -8.64036 1.98926 0.26047  0.0303
22 C -7.22156 2.33189 0.14223  -0.0832
23 C -6.45779 3.63708 0.30126  -0.0294
24 N -6.66687 0.75568 0.09917  0.0404
25 N -5.31171 0.63601 0.09313  0.1866
26 C -2.80013 -0.09020 -0.53410  -0.0993
27 C -1.52493 -0.28194 -0.31048  0.0351
28 C 4.38593 -0.25769 -1.11119  0.0768
29 C 5.36600 0.64712 -0.80106  -0.0209
30 H 8.24399 0.74322 -1.37347  0.1468
31 H 9.36512 1.27899 -0.28361  -0.0042
32 H 8.95215 2.43462 -1.42268  0.1011
33 H 6.98104 2.84003 -0.57755  0.1223
34 H 8.15744 3.02813 0.71595  0.1173
35 H 5.75584 -0.03370 2.48305  0.1416
36 H 4.00245 -1.83138 2.07734  0.1313
37 H 2.99211 -2.74976 -1.39675  0.2193
38 H 2.59024 -2.87019 0.47935  0.1723
39 H 0.42902 -2.81480 0.65164  0.0971
40 H -1.46040 -3.55853 1.03578  0.1558
41 H -4.03510 -2.82728 1.01211  0.1698
42 H -5.85463 -2.82616 -0.17780  0.1573
43 H -8.27482 -2.10087 -0.13802  0.1088
44 H -7.16561 4.26246 0.24167  -0.0190
45 H -5.79508 3.40672 1.35801  0.1725
46 H -5.95230 3.64273 -0.63658  0.0614
47 H -3.16837 0.91831 -0.62939  0.1053
48 H -0.70383 0.45403 -0.78816  0.1314
49 H 3.93856 -0.11506 -1.96775  0.0357
50 H 5.81312 1.21854 -1.50514  0.0567

Force components x, y, z for each atom (eV/Å):
-4.2 0.2 -7.9
-2.7 0.2 -0.9
-5.6 -5.8 2.8
-0.7 -0.8 -1.2
4.2 5.9 3.9
-0.9 -2.2 0.4
0.6 4.0 -9.1
3.7 -7.9 3.3
-4.3 -1.1 -1.7
-0.8 -0.2 1.3
6.0 2.7 -1.8
-7.8 6.8 -0.6
7.2 -2.3 0.0
-10.2 -3.4 4.2
1.5 2.2 -5.3
3.8 -13.2 3.1
-3.5 -2.2 -3.2
2.4 1.1 1.8
0.5 -11.7 -1.3
-4.3 2.0 0.0
5.1 4.5 -0.4
-5.2 -6.1 1.3
5.2 -8.4 2.6
3.2 14.1 0.6
-3.9 6.6 0.3
-2.0 1.0 3.2
7.7 -2.3 -2.4
2.0 -1.2 9.0
0.6 -2.1 3.7
0.2 2.1 1.2
6.7 -3.1 4.4
0.8 -0.3 -0.6
-0.3 1.0 -0.4
1.6 2.5 0.8
0.2 -1.2 -1.4
0.5 0.6 0.4
-1.3 2.9 2.4
-0.4 2.0 -2.5
1.8 -2.1 1.1
-1.9 1.5 -0.7
2.7 1.3 -1.6
0.0 3.6 0.5
0.6 0.6 -0.2
-5.0 5.5 0.6
-1.7 1.6 -3.2
1.5 0.6 -0.2
0.2 0.3 -1.0
-2.1 -1.7 1.5
-2.6 -0.2 -4.4
0.9 2.0 -2.4